Entry from the Open Molecules 2025 dataset: a 5-piece molecular cluster, C18H50N4O5 overall at a distorted geometry (ωB97M-V/def2-TZVPD).

Structure (XYZ):
```
77
Properties=species:S:1:pos:R:3:forces:R:3:mulliken_charge:R:1
C 0.3323 9.5281 -2.3138 1.7 -0.4 0.7 -0.69
O 0.8376 8.9336 -1.0877 -1.1 -0.2 0.6 -0.32
C 2.2353 8.6152 -0.9223 -0.2 0.8 0.2 -0.77
C 2.5024 7.9882 0.5755 1.9 1.3 -2.1 0.35
C 3.9602 7.7581 1.0422 -0.2 1.6 -1.2 -1.34
N 1.9338 6.6967 0.6094 -2.3 -0.8 0.5 -0.74
H -0.7558 9.5114 -2.3752 0.1 -0.1 0.6 0.24
H 0.7040 8.9981 -3.1908 0.1 -0.2 -0.1 0.29
H 0.7088 10.5496 -2.3683 -0.2 0.2 -0.1 0.28
H 2.4606 7.9906 -1.7867 0.5 -1.0 0.4 0.37
H 2.8057 9.5156 -1.1503 0.3 0.3 0.6 0.43
H 2.0703 8.6210 1.3507 -0.3 0.7 -0.5 0.31
H 4.4041 8.7536 1.0336 0.7 -0.1 0.1 0.36
H 4.4819 7.0885 0.3584 0.0 0.0 0.1 0.31
H 4.0169 7.3742 2.0608 -0.3 -0.1 -0.1 0.34
H 1.1975 6.7082 -0.0818 -0.3 -0.5 -0.4 0.31
H 1.3865 6.8871 1.4366 -0.5 -1.6 0.6 0.28
C 4.2005 -3.7871 -8.0217 -0.4 -0.1 0.1 -0.68
O 3.5253 -2.6267 -7.6770 -0.4 2.2 -1.4 -0.30
C 3.3376 -2.4371 -6.3182 0.1 1.5 0.6 -0.74
C 2.7181 -1.0244 -5.9804 -1.4 -0.2 -2.3 0.38
C 3.4940 0.2071 -6.4680 0.5 -0.7 -1.9 -1.39
N 2.3579 -0.8864 -4.6188 0.8 -0.7 1.4 -0.69
H 3.4562 -4.5647 -7.8499 0.7 -0.9 0.2 0.28
H 5.1214 -3.8270 -7.4400 0.1 -0.7 0.1 0.31
H 4.4501 -3.7939 -9.0827 -0.1 0.3 0.0 0.22
H 2.7267 -3.2666 -5.9620 -0.1 0.2 0.7 0.38
H 4.3193 -2.3869 -5.8471 0.3 -0.6 0.5 0.33
H 1.7231 -0.9999 -6.4248 0.1 -0.1 -1.0 0.25
H 3.0284 1.1882 -6.3744 -0.3 -0.2 0.9 0.41
H 3.5687 0.1506 -7.5540 0.1 -0.3 -0.3 0.32
H 4.5379 0.2446 -6.1566 0.0 0.0 0.5 0.33
H 3.2725 -0.7809 -4.2036 -0.1 0.3 1.2 0.29
H 1.8810 0.0029 -4.5769 0.0 0.1 0.5 0.30
C -6.9512 1.8047 6.3839 0.2 0.2 -0.5 -0.70
O -6.4667 2.9193 5.6049 0.6 -1.0 1.6 -0.32
C -7.3278 3.3711 4.6218 -1.1 0.7 -0.7 -0.69
C -7.0816 2.7598 3.2559 1.1 -0.9 -0.3 0.57
C -5.7762 3.2918 2.6654 -0.8 -0.3 -0.2 -1.42
N -8.1515 3.0294 2.3046 -0.4 0.2 0.5 -0.73
H -7.1527 0.9640 5.7201 -0.3 -0.1 0.0 0.29
H -7.8079 2.0577 7.0085 -0.4 0.2 -0.4 0.28
H -6.2292 1.4459 7.1175 0.6 0.4 -0.4 0.27
H -8.3748 3.1983 4.8711 -0.3 -0.1 0.3 0.38
H -7.2164 4.4533 4.5538 0.1 0.2 0.0 0.33
H -6.9741 1.6914 3.4433 0.0 -0.4 0.0 0.19
H -6.0208 4.3510 2.5844 1.0 0.3 0.0 0.38
H -5.6021 2.9086 1.6599 -0.2 -0.1 -0.1 0.38
H -4.9028 2.9829 3.2396 -0.1 0.6 0.3 0.29
H -7.9724 2.5594 1.4287 0.2 0.0 -0.1 0.26
H -8.9986 2.6071 2.6569 -0.3 0.1 0.0 0.25
C 3.9365 -7.8277 3.2080 0.8 0.6 -0.7 -0.79
O 3.2350 -8.6682 2.3197 -1.0 0.3 0.5 -0.31
C 1.8776 -8.2065 2.1418 1.7 0.6 0.9 -0.76
C 1.1705 -9.0598 1.2045 -0.9 -1.6 -1.8 0.49
C 1.5557 -8.9070 -0.2911 0.0 0.1 0.9 -1.29
N -0.2790 -8.8089 1.3632 0.5 0.1 0.0 -0.71
H 4.9705 -8.1692 3.2573 -0.2 -0.5 0.4 0.28
H 3.4845 -7.6574 4.1852 -0.1 -0.6 0.2 0.31
H 4.0782 -6.8316 2.7888 -0.4 0.4 -0.3 0.32
H 1.2862 -8.2486 3.0564 0.3 0.1 0.5 0.42
H 1.9382 -7.1698 1.8109 -0.2 0.3 -0.2 0.32
H 1.3029 -10.0910 1.5320 0.3 -0.1 -0.1 0.20
H 2.6026 -9.0523 -0.5576 0.1 -0.1 0.4 0.34
H 1.2890 -7.8778 -0.5312 -0.1 0.0 -0.5 0.31
H 0.9733 -9.6400 -0.8494 -0.1 0.2 -0.3 0.35
H -0.7048 -9.0652 0.4840 -0.4 0.0 0.0 0.27
H -0.3860 -7.8080 1.4459 -0.4 0.3 -0.1 0.26
C -0.1317 -1.3707 2.8524 0.4 1.4 1.7 -1.15
C -1.2585 -2.2090 2.4248 -1.8 -0.2 1.2 -0.16
O -1.0335 -2.6808 1.1647 0.8 -1.2 -2.1 -0.52
H 0.8311 -1.8562 2.6930 0.0 0.2 -0.4 0.32
H -0.1632 -1.1400 3.9172 -0.1 -0.3 0.3 0.34
H -0.2490 -0.3639 2.4516 0.6 0.0 -0.7 0.36
H -2.2088 -1.6872 2.3111 -0.2 0.7 0.9 0.22
H -1.4605 -3.0153 3.1300 0.2 -0.4 -0.2 0.27
H -0.6515 -1.9137 0.7319 0.1 -0.2 -0.7 0.31
```
Forces are in eV/Å.

Output
E_tot ... -35669.2476 eV
Molecular weight ... 402.62 g/mol
SMILES string ... COC[C@H](C)N.COC[C@H](C)N.COC[C@H](C)N.COC[C@H](C)N.CCO
Gap between HOMO and LUMO ... 10.10 eV

Entry from the Open Molecules 2025 dataset: C26H30BrN2O7P2Tl as an isolated structure at a distorted geometry (ωB97M-V/def2-TZVPD).

Structure (XYZ):
```
69
Properties=species:S:1:pos:R:3:forces:R:3:mulliken_charge:R:1
Tl -0.3796 0.2666 -0.2434 -0.9 0.3 0.1 1.82
C 2.1164 -0.8361 3.0215 0.0 0.0 -0.1 -1.05
C 1.4183 0.3791 3.5463 -0.1 0.0 0.0 1.61
C 2.0470 1.2261 4.4443 0.0 0.0 0.0 -1.24
C 1.4372 2.3936 4.8701 0.0 0.0 0.0 -0.91
C 0.1960 2.7362 4.3725 0.1 -0.1 0.1 -0.92
C -0.4705 1.9126 3.4751 -0.1 -0.2 -0.2 1.15
C -1.7856 2.3601 2.9100 0.0 0.0 0.0 -1.55
C 0.1364 0.7185 3.0874 0.5 0.6 0.9 -0.82
N -0.4746 -0.1879 2.2046 -0.4 -0.8 -0.6 0.69
C -1.0893 -1.2249 2.6170 0.4 0.9 0.5 0.48
C -1.3996 -1.4896 4.0581 0.1 0.2 0.1 -1.85
C -1.4696 -2.2415 1.6078 -0.3 -0.5 -1.0 0.86
C -1.8901 -3.5991 2.0798 0.0 0.0 -0.2 -1.80
N -1.3930 -1.9152 0.3791 0.3 0.8 0.7 0.49
C -1.6740 -2.8034 -0.6724 -0.2 -0.9 -0.7 -0.69
C -2.9490 -2.7757 -1.2449 0.1 0.1 0.2 1.22
C -3.9742 -1.8147 -0.7236 0.1 -0.1 0.0 -1.15
C -3.2218 -3.6269 -2.3012 0.0 0.0 0.0 -1.21
C -2.2435 -4.4698 -2.7987 0.0 0.0 0.0 -0.86
C -0.9865 -4.4789 -2.2263 -0.1 0.0 0.0 -0.98
C -0.6754 -3.6521 -1.1553 -0.2 0.2 0.2 1.45
C 0.7131 -3.6212 -0.6028 0.1 0.1 -0.2 -1.49
H 3.0916 -0.9422 3.4881 0.0 -0.1 0.0 0.48
H 2.2564 -0.7185 1.9460 0.1 -0.1 0.0 0.08
H 1.5499 -1.7526 3.1833 0.0 -0.1 0.1 0.19
H 3.0310 0.9675 4.8085 0.1 0.0 0.0 0.43
H 1.9348 3.0343 5.5811 0.1 0.1 0.1 0.43
H -0.2856 3.6526 4.6798 0.0 0.1 0.1 0.51
H -2.3549 2.9182 3.6495 -0.1 0.0 0.1 0.58
H -2.3844 1.5229 2.5627 -0.1 0.0 -0.1 0.22
H -1.6081 3.0219 2.0623 -0.1 0.0 -0.1 0.25
H -1.2065 -0.5968 4.6487 0.0 0.0 0.0 0.47
H -0.7774 -2.2933 4.4508 0.0 -0.1 0.0 0.35
H -2.4409 -1.7799 4.1832 -0.1 -0.1 0.0 0.45
H -1.1632 -4.0015 2.7829 0.0 0.0 0.1 0.37
H -1.9793 -4.2759 1.2315 0.0 0.0 0.1 0.42
H -2.8552 -3.5406 2.5829 0.0 0.0 0.1 0.41
H -3.6483 -0.7910 -0.9114 0.0 0.1 0.0 0.12
H -4.1111 -1.9370 0.3500 -0.1 0.1 0.1 0.23
H -4.9308 -1.9563 -1.2170 -0.1 0.0 0.0 0.50
H -4.2082 -3.6177 -2.7400 -0.1 0.0 -0.1 0.42
H -2.4638 -5.1081 -3.6400 0.0 -0.1 -0.1 0.44
H -0.2178 -5.1282 -2.6143 0.1 -0.1 -0.1 0.50
H 1.1382 -4.6220 -0.5576 0.0 0.0 0.1 0.55
H 0.7591 -3.1639 0.3828 0.1 -0.1 0.1 0.11
H 1.3249 -3.0144 -1.2736 0.1 -0.1 0.2 0.23
O 2.7220 -1.2055 -2.0645 -0.5 0.0 -0.2 -0.53
P 1.5246 -0.3584 -2.6886 0.1 0.0 -0.4 0.57
O 1.4735 -0.3276 -4.1422 0.0 0.0 -0.2 -0.75
O 0.2465 -0.8294 -1.9698 -0.1 -0.1 0.3 -0.41
O 1.7863 1.1631 -2.0844 0.2 -0.5 0.2 -0.29
P 2.5668 1.3557 -0.6786 0.0 0.7 0.0 0.31
O 2.5860 2.9559 -0.6034 -0.3 -0.3 0.3 -0.54
O 3.9258 0.7829 -0.7079 0.2 -0.1 -0.1 -0.85
O 1.6194 0.8726 0.4092 0.0 0.0 0.0 -0.08
H 3.3815 -0.6276 -1.6370 0.6 0.1 0.2 0.38
H 3.4434 3.2588 -0.8950 0.5 0.3 -0.2 0.33
Br -3.8044 6.1303 -0.9139 0.1 -0.1 0.0 -0.20
C -2.8676 4.4844 -0.7762 -0.1 0.1 0.0 0.03
C -3.5834 3.3283 -0.5206 0.0 0.0 0.0 -0.81
C -2.8966 2.1311 -0.4056 0.1 -0.1 0.0 -0.08
C -1.5154 2.0916 -0.5502 0.0 -0.3 0.2 0.62
C -0.8121 3.2619 -0.8056 0.0 -0.2 0.1 -0.44
C -1.4905 4.4662 -0.9164 -0.1 0.1 0.0 -0.70
H -4.6576 3.3601 -0.4104 0.0 0.0 0.0 0.44
H -3.4555 1.2322 -0.1895 -0.1 -0.1 0.0 0.33
H 0.2644 3.2509 -0.8986 0.0 0.1 0.0 0.26
H -0.9565 5.3853 -1.1005 0.1 0.1 0.0 0.46
```
Forces are in eV/Å.

Output
E_tot ... -138082.6484 eV
Molecular weight ... 828.77 g/mol
Gap between HOMO and LUMO ... 7.72 eV

Entry from the Open Molecules 2025 dataset: C17H12CeIN2O2S5 as an isolated structure at a distorted geometry (ωB97M-V/def2-TZVPD).

Structure (XYZ):
```
40
Properties=species:S:1:pos:R:3:forces:R:3:mulliken_charge:R:1
Ce -0.5365 0.5770 -0.2765 -0.9 0.2 0.6 0.74
C -0.3518 0.7496 -4.9472 -0.1 0.0 0.0 -1.23
C 0.9354 0.3362 -4.3141 0.3 -0.1 -0.1 0.75
N 2.0285 0.3196 -5.0506 -0.1 0.0 0.1 -0.64
C 3.1779 -0.0764 -4.4906 0.2 0.0 0.1 -1.02
C 3.3078 -0.4693 -3.1775 -0.1 0.1 -0.2 0.40
C 4.6652 -0.8569 -2.6580 0.1 0.0 0.0 -0.77
O 4.6661 -2.2094 -2.1885 0.1 0.0 0.0 -0.53
C 2.1565 -0.4377 -2.3541 0.1 -0.1 -0.1 -0.33
C 2.3731 -0.8716 -0.9602 -0.1 0.2 -0.1 0.01
N 1.8738 -0.3929 0.1313 0.5 -0.2 0.0 -0.18
C 2.5272 -0.8211 1.3559 -0.2 0.2 -0.4 0.64
C 3.8432 -1.3023 1.3291 0.0 0.0 0.2 -0.21
C 4.4902 -1.7114 2.4795 0.0 0.0 -0.1 -0.83
C 3.8461 -1.6239 3.7011 0.0 0.0 0.0 -0.62
C 2.5738 -1.0935 3.7556 -0.2 0.1 0.0 -0.57
C 1.9138 -0.6715 2.6015 0.6 -0.3 0.1 -0.01
I 0.0625 0.2023 2.9070 -0.2 0.1 0.0 0.16
C 0.9518 -0.0491 -2.9463 -0.3 0.1 0.1 0.90
O -0.1981 -0.0348 -2.2900 0.6 -0.2 -0.6 -0.75
H -0.1656 1.0006 -5.9875 0.0 0.0 0.0 0.38
H -0.7879 1.6103 -4.4363 0.0 0.0 0.0 0.28
H -1.0904 -0.0512 -4.8857 0.0 0.0 0.0 0.31
H 4.0504 -0.0731 -5.1358 0.0 0.0 0.0 0.33
H 4.9680 -0.2031 -1.8307 0.0 0.0 0.0 0.26
H 5.3980 -0.7252 -3.4549 0.0 0.0 0.0 0.51
H 5.4312 -2.6685 -2.5424 0.0 0.0 0.0 0.32
H 3.1373 -1.6392 -0.9060 0.0 0.0 0.1 0.98
H 4.3962 -1.3446 0.4041 0.0 0.0 -0.1 0.32
H 5.5037 -2.0834 2.4183 0.0 0.0 0.0 0.40
H 4.3366 -1.9368 4.6123 0.0 0.0 0.0 0.39
H 2.0805 -0.9914 4.7129 0.0 0.0 0.0 0.36
S -7.8900 -0.3555 -0.3811 0.1 0.0 0.0 -0.26
C -6.2679 -0.1448 -0.2131 -0.2 0.0 0.0 0.09
S -5.5075 1.3970 -0.0704 0.0 0.0 -0.1 -0.10
C -3.8535 0.8471 0.0904 0.2 -0.1 0.1 0.23
C -3.6790 -0.4953 0.0594 0.2 0.1 0.1 0.21
S -2.2135 -1.4693 0.2577 -0.2 0.2 0.2 -0.37
S -5.1351 -1.4458 -0.1329 0.0 0.1 -0.1 -0.10
S -2.6859 2.1540 0.3538 0.0 -0.1 0.2 -0.45
```
Forces are in eV/Å.

Output
E_tot ... -100106.2024 eV
Molecular weight ... 703.65 g/mol
⟨S²⟩ ... 0.751
Multiplicity ... 2
Gap between HOMO and LUMO (spin up / spin down) ... 5.42 / 5.43 eV

Entry from the Open Molecules 2025 dataset: C3H4LiO3Tl as an isolated structure at a distorted geometry (ωB97M-V/def2-TZVPD).

Structure (XYZ):
```
12
Properties=species:S:1:pos:R:3:forces:R:3:mulliken_charge:R:1
C 2.6708 1.9013 1.7829 0.4 -2.7 2.8 -0.33
C 1.4329 2.0851 1.2173 0.5 -0.7 0.0 -0.44
H 3.4302 1.2046 1.4167 -0.1 0.0 -0.2 0.37
H 2.3715 2.3055 0.4347 -1.5 1.4 -0.5 0.30
H 0.7882 2.8031 1.7382 0.0 0.1 -0.7 0.45
O 1.0425 -0.7968 -1.1886 1.1 0.0 -1.3 -0.56
C 0.1346 -1.6212 -0.8588 -0.8 -2.9 -2.7 0.76
O -0.4838 -1.5053 0.2189 -0.8 0.1 1.4 -0.39
O -0.1757 -2.5704 -1.6760 0.2 0.2 0.3 -0.04
Li 2.2646 -0.4785 -2.5682 0.4 -0.3 -1.0 0.98
Tl 0.5139 0.2249 0.6118 -0.1 2.9 2.2 1.56
H 2.8488 2.1576 2.8331 0.7 1.7 -0.3 0.34
```
Forces are in eV/Å.

Output
E_tot ... -14177.4001 eV
Molecular weight ... 299.39 g/mol
⟨S²⟩ ... 0.755
Multiplicity ... 2
Gap between HOMO and LUMO (spin up / spin down) ... 10.06 / 9.53 eV
Net charge ... +3

Which of these has the lowest E_tot? C26H30BrN2O7P2Tl

Please write out number 3 again, unchanged.
Entry from the Open Molecules 2025 dataset: C17H12CeIN2O2S5 as an isolated structure at a distorted geometry (ωB97M-V/def2-TZVPD).

Structure (XYZ):
```
40
Properties=species:S:1:pos:R:3:forces:R:3:mulliken_charge:R:1
Ce -0.5365 0.5770 -0.2765 -0.9 0.2 0.6 0.74
C -0.3518 0.7496 -4.9472 -0.1 0.0 0.0 -1.23
C 0.9354 0.3362 -4.3141 0.3 -0.1 -0.1 0.75
N 2.0285 0.3196 -5.0506 -0.1 0.0 0.1 -0.64
C 3.1779 -0.0764 -4.4906 0.2 0.0 0.1 -1.02
C 3.3078 -0.4693 -3.1775 -0.1 0.1 -0.2 0.40
C 4.6652 -0.8569 -2.6580 0.1 0.0 0.0 -0.77
O 4.6661 -2.2094 -2.1885 0.1 0.0 0.0 -0.53
C 2.1565 -0.4377 -2.3541 0.1 -0.1 -0.1 -0.33
C 2.3731 -0.8716 -0.9602 -0.1 0.2 -0.1 0.01
N 1.8738 -0.3929 0.1313 0.5 -0.2 0.0 -0.18
C 2.5272 -0.8211 1.3559 -0.2 0.2 -0.4 0.64
C 3.8432 -1.3023 1.3291 0.0 0.0 0.2 -0.21
C 4.4902 -1.7114 2.4795 0.0 0.0 -0.1 -0.83
C 3.8461 -1.6239 3.7011 0.0 0.0 0.0 -0.62
C 2.5738 -1.0935 3.7556 -0.2 0.1 0.0 -0.57
C 1.9138 -0.6715 2.6015 0.6 -0.3 0.1 -0.01
I 0.0625 0.2023 2.9070 -0.2 0.1 0.0 0.16
C 0.9518 -0.0491 -2.9463 -0.3 0.1 0.1 0.90
O -0.1981 -0.0348 -2.2900 0.6 -0.2 -0.6 -0.75
H -0.1656 1.0006 -5.9875 0.0 0.0 0.0 0.38
H -0.7879 1.6103 -4.4363 0.0 0.0 0.0 0.28
H -1.0904 -0.0512 -4.8857 0.0 0.0 0.0 0.31
H 4.0504 -0.0731 -5.1358 0.0 0.0 0.0 0.33
H 4.9680 -0.2031 -1.8307 0.0 0.0 0.0 0.26
H 5.3980 -0.7252 -3.4549 0.0 0.0 0.0 0.51
H 5.4312 -2.6685 -2.5424 0.0 0.0 0.0 0.32
H 3.1373 -1.6392 -0.9060 0.0 0.0 0.1 0.98
H 4.3962 -1.3446 0.4041 0.0 0.0 -0.1 0.32
H 5.5037 -2.0834 2.4183 0.0 0.0 0.0 0.40
H 4.3366 -1.9368 4.6123 0.0 0.0 0.0 0.39
H 2.0805 -0.9914 4.7129 0.0 0.0 0.0 0.36
S -7.8900 -0.3555 -0.3811 0.1 0.0 0.0 -0.26
C -6.2679 -0.1448 -0.2131 -0.2 0.0 0.0 0.09
S -5.5075 1.3970 -0.0704 0.0 0.0 -0.1 -0.10
C -3.8535 0.8471 0.0904 0.2 -0.1 0.1 0.23
C -3.6790 -0.4953 0.0594 0.2 0.1 0.1 0.21
S -2.2135 -1.4693 0.2577 -0.2 0.2 0.2 -0.37
S -5.1351 -1.4458 -0.1329 0.0 0.1 -0.1 -0.10
S -2.6859 2.1540 0.3538 0.0 -0.1 0.2 -0.45
```
Forces are in eV/Å.

Output
E_tot ... -100106.2024 eV
Molecular weight ... 703.65 g/mol
⟨S²⟩ ... 0.751
Multiplicity ... 2
Gap between HOMO and LUMO (spin up / spin down) ... 5.42 / 5.43 eV

Among the records above, which one has the highest molecular weight? C26H30BrN2O7P2Tl